{"formula": "H30O15", "method": "ωB97M-V with the def2-TZVPD basis set", "homo_ev": -9.673, "mol_weight_g_mol": 270.2, "e_tot_ha": -1146.55391, "e_above_lowest_kj_mol": 226.2, "species": ["O", "H", "H", "O", "H", "H", "O", "H", "H", "O", "H", "H", "O", "H", "H", "O", "H", "H", "O", "H", "H", "O", "H", "H", "O", "H", "H", "O", "H", "H", "O", "H", "H", "O", "H", "H", "O", "H", "H", "O", "H", "H", "O", "H", "H"], "positions_angstrom": [[-1.00769, 1.79189, -1.99536], [-0.21569, 1.84289, -1.47736], [-0.77969, 1.12189, -2.61936], [1.64731, -2.28811, -0.77336], [2.57631, -2.61511, -0.66836], [1.23131, -3.00911, -1.27136], [-2.19669, 2.36189, 1.61064], [-2.39769, 2.47089, 0.67464], [-1.27369, 2.20789, 1.63964], [-0.33969, -2.29111, 2.28264], [0.39231, -2.64211, 2.78864], [-0.27969, -2.64611, 1.40864], [-1.28969, 0.51589, 3.67864], [-0.66269, 1.17689, 3.79664], [-0.99369, -0.21511, 3.15064], [2.16231, -0.40511, 1.85964], [2.58331, 0.20489, 2.49764], [2.20531, -1.29111, 2.27764], [-1.97269, -1.36211, -2.06636], [-1.55169, -0.86811, -1.41536], [-1.98669, -2.16511, -1.57136], [-0.19369, -0.35911, -0.09336], [-0.79169, -0.48711, 0.67664], [0.58731, -0.94811, -0.01036], [-3.16869, -0.75411, 0.75064], [-4.11069, -0.55311, 1.05364], [-3.10769, -1.66011, 1.16064], [2.53131, -0.23411, -2.40536], [2.44931, -1.05011, -1.92636], [1.73531, -0.21211, -2.89336], [0.76631, 2.40889, 2.38164], [1.65231, 2.70489, 2.29664], [0.72831, 1.69889, 1.71264], [1.33231, 1.80489, -0.50336], [0.83831, 1.00089, -0.30436], [2.14031, 1.47189, -0.88936], [-3.39269, 1.28189, -0.84236], [-2.95869, 0.56089, -0.39136], [-2.81469, 1.30189, -1.55436], [0.03831, -0.36211, -3.63036], [-0.39169, -0.39211, -4.45236], [-0.52169, -0.79511, -3.02836], [3.80931, 0.88689, -0.21336], [3.25031, 0.34489, 0.33664], [3.74231, 0.44389, -1.03836]]}